Record 1
Below is an isolated ion of composition C5H11N4S and charge +1 at a distorted geometry, with properties calculated with the ωB97M-V functional and the def2-TZVPD basis.

Last column: natural (NBO) charge in e.
Atoms and positions in Å:
H: 1.607460 1.833438 -1.972375  0.3665
N: 2.044953 1.631744 -1.140397  -0.5905
C: 1.664104 0.708500 -0.450325  0.2842
S: 2.414595 0.252324 1.082175  0.0130
N: 0.494559 -0.158546 -0.757615  -0.5176
C: 0.880450 -1.619596 -0.909151  -0.0598
N: -0.186444 -2.334815 -0.214193  -0.5788
C: -0.832849 -1.495865 0.703567  0.0009
C: -0.636754 -0.154679 0.621412  0.2708
N: -1.171760 0.995660 0.967571  -0.5872
C: -2.457084 1.510461 0.588800  -0.4172
H: 3.534986 1.105554 1.088420  0.2124
H: -0.001715 0.020460 -1.591443  0.4284
H: 1.759493 -1.981708 -0.453844  0.2298
H: 1.051897 -1.918834 -1.982777  0.2257
H: -0.040477 -3.246533 0.043359  0.4092
H: -1.374994 -1.886625 1.469239  0.2455
H: -0.457817 1.594206 1.255326  0.4013
H: -3.225747 0.751158 0.563871  0.2301
H: -2.704269 2.242303 1.408942  0.2306
H: -2.362588 2.151400 -0.320570  0.2028

Atomic forces in eV per Å
H -1.36 0.47 -2.37
N 2.06 1.47 0.90
C -0.68 -1.29 0.78
S 0.75 0.32 0.56
N 1.63 -2.16 1.78
C -1.00 -0.74 -0.89
N -1.81 3.57 -0.25
C 2.36 1.92 -2.41
C -0.05 -2.76 -1.26
N 0.45 -1.80 -0.20
C -0.13 2.62 0.53
H -1.38 -0.71 -0.51
H -0.50 1.23 -1.21
H 1.59 0.95 0.86
H -0.93 0.56 0.82
H 0.51 -2.44 0.70
H -1.60 -1.24 1.93
H 0.65 1.78 1.01
H 0.06 -0.15 -0.28
H -0.16 -0.78 -0.81
H -0.47 -0.81 0.31

## Properties
Frontier orbital gap, eV: 9.68
Largest force on an atom, Eh/bohr: 0.0780
Multiplicity: 1
Charge: +1
LUMO level, eV: -2.8
Structure (SMILES): [H]/N=C(/S)[N@H+]1CNC=C1NC
Molecular weight, g mol⁻¹: 159.238
Highest occupied orbital energy, eV: -12.52
E_tot, Eh: -813.985856


Record 2
Below is one molecule with the formula C5H11N5S at a distorted geometry, with properties calculated with the ωB97M-V functional and the def2-TZVPD basis.

Last column: natural (NBO) charge in e.
Atoms and positions in Å:
C: -0.855654 -0.101827 4.344143  -0.0115
C: 1.568035 -0.957805 -1.077923  -0.4308
C: 0.257846 0.849451 -1.633126  -0.4127
C: -0.972909 -0.482931 0.805348  -0.2672
C: 0.376248 0.298839 0.716678  -0.2044
N: 0.215984 -1.678996 3.245533  0.0789
N: 0.065844 -1.020636 4.214384  -0.1106
N: -1.580094 0.036929 3.192830  -0.2035
N: -1.218268 -0.775710 2.205286  -0.1877
N: 1.018005 0.308249 -0.568871  -0.4553
S: -2.807879 1.088698 3.009964  -0.0568
H: -0.804455 0.716371 5.077114  0.2444
H: 2.627268 -0.778932 -1.483934  0.2184
H: 1.653397 -1.651319 -0.129440  0.1990
H: 0.819144 -1.457200 -1.785790  0.1827
H: -0.375660 1.768497 -1.320236  0.2036
H: 0.842516 1.260708 -2.443617  0.2046
H: -0.392820 -0.008487 -2.072707  0.1540
H: -0.718812 -1.527918 0.449654  0.2228
H: -1.707497 0.002083 0.272944  0.2253
H: 0.155922 1.391833 0.975845  0.2004
H: 1.045771 -0.040940 1.454087  0.2067

Atomic forces in eV per Å
C -0.38 1.64 0.66
C 0.59 -1.20 2.34
C -2.81 1.11 -0.49
C 3.18 -2.22 1.44
C -1.56 2.29 -0.61
N -1.06 0.57 -1.40
N 0.71 -0.81 0.22
N 0.97 -0.79 -2.40
N 1.28 -1.02 3.07
N 0.84 -0.51 -0.55
S -0.94 1.24 -0.02
H -0.52 -0.94 -0.35
H -1.76 -0.53 0.18
H 0.18 0.99 -1.96
H 1.36 0.48 0.61
H 0.72 -1.68 -0.23
H 0.57 -0.26 -0.27
H 0.36 1.68 0.34
H -0.77 1.17 -0.18
H -2.03 0.80 -0.98
H 0.25 -1.32 -0.25
H 0.83 -0.70 0.84

## Properties
Frontier orbital gap (spin up / spin down), eV: 7.50 / 7.50
Largest force on an atom, Eh/bohr: 0.0805
Multiplicity: 1
LUMO level (spin up / spin down), eV: -0.9 / -0.9
Molecular weight, g mol⁻¹: 173.245
Highest occupied orbital energy (spin up / spin down), eV: -8.42 / -8.42
E_tot, Eh: -868.865939


Record 3
Below is a 2-piece molecular cluster, C5H11NO overall at a distorted geometry, with properties calculated with the ωB97M-V functional and the def2-TZVPD basis.

Last column: natural (NBO) charge in e.
Atoms and positions in Å:
C: -1.246222 -1.135077 0.775450  -0.6672
C: 0.096503 -1.625791 1.277172  -0.1497
C: 0.216423 -2.258967 2.459776  -0.4669
H: -1.402830 -1.343412 -0.313303  0.2316
H: -2.113505 -1.540449 1.344669  0.1898
H: -1.237798 -0.025670 0.874197  0.2247
H: 0.995522 -1.575077 0.627824  0.2544
H: 1.212497 -2.637489 2.745822  0.1858
H: -0.633769 -2.568070 3.064045  0.1735
O: 1.654076 -0.311432 -1.519403  -0.7763
C: 1.464974 0.907950 -1.704232  0.0547
C: 0.066504 1.519712 -1.746263  -0.3398
N: 0.085960 2.772868 -1.006729  -0.8934
H: 2.293532 1.636846 -1.884751  0.0625
H: -0.323834 1.706787 -2.750229  0.1398
H: -0.556189 0.729239 -1.209537  0.1481
H: -0.879052 3.161743 -1.012871  0.3005
H: 0.307207 2.586290 -0.021636  0.3278

Atomic forces in eV per Å
C 0.10 0.50 -0.56
C -0.21 -1.19 0.58
C 0.74 -0.18 -1.01
H 0.27 0.11 0.89
H 0.70 0.21 -0.20
H -0.22 -0.60 -0.14
H -0.80 0.62 0.27
H -0.62 0.22 0.04
H 0.07 0.37 0.07
O 0.39 -2.17 0.21
C -0.63 2.36 -0.17
C 0.84 -1.88 1.55
N -1.20 1.11 0.39
H -0.22 -0.30 -0.12
H -0.25 0.17 -0.29
H 0.32 0.77 -1.05
H 0.62 -0.06 0.04
H 0.09 -0.05 -0.51

## Properties
Frontier orbital gap (spin up / spin down), eV: 3.15 / 7.11
Largest force on an atom, Eh/bohr: 0.0502
Multiplicity: 2
Charge: -1
LUMO level (spin up / spin down), eV: 3.8 / 3.7
Molecular weight, g mol⁻¹: 101.149
Highest occupied orbital energy (spin up / spin down), eV: 0.63 / -3.39
E_tot, Eh: -327.016060


Record 4
Below is C5H11NO as an isolated structure at a distorted geometry, with properties calculated with the ωB97M-V functional and the def2-TZVPD basis.

Last column: natural (NBO) charge in e.
Atoms and positions in Å:
C: -0.078928 -1.166457 0.939079  -0.2233
N: -0.939618 0.029544 1.049978  -0.6471
C: -1.487856 0.735724 -0.152637  -0.2105
C: -0.084276 0.582457 -1.464490  -0.6746
C: 0.476158 1.700080 -0.449479  0.0991
O: 1.612462 1.731888 0.069898  -0.7912
C: 1.361460 -1.402976 0.375505  -0.6416
H: -0.821955 -1.882349 0.532433  0.1634
H: 0.069366 -1.560034 1.952537  0.1702
H: -0.359143 0.713389 1.510894  0.3575
H: -2.134696 0.043460 -0.669347  0.1450
H: -1.951997 1.649876 0.266176  0.1857
H: -0.132659 1.110653 -2.442009  0.1563
H: -0.541782 -0.381317 -1.716697  0.1911
H: -0.208078 2.531462 -0.570329  0.0914
H: 1.744540 -0.597221 -0.236362  0.2656
H: 1.411620 -2.357177 -0.171663  0.1819
H: 2.065384 -1.481001 1.176512  0.1812

Atomic forces in eV per Å
C -1.33 -1.63 0.16
N 0.68 0.57 -0.22
C 1.82 -1.74 0.06
C -2.50 2.93 0.47
C 0.13 -1.38 -1.14
O 1.06 0.10 0.52
C -0.55 0.57 -0.86
H 0.76 -0.18 -0.35
H -0.58 0.40 0.29
H 0.02 0.49 0.13
H -1.06 0.01 0.25
H 0.11 -0.38 -0.90
H -0.28 0.00 0.02
H 1.49 -0.65 1.05
H 0.22 0.57 0.03
H -0.16 0.11 -0.30
H -0.21 0.27 0.00
H 0.39 -0.07 0.80

## Properties
Frontier orbital gap (spin up / spin down), eV: 3.69 / 7.58
Largest force on an atom, Eh/bohr: 0.0756
Multiplicity: 2
Charge: -1
LUMO level (spin up / spin down), eV: 4.3 / 4.3
Molecular weight, g mol⁻¹: 101.149
Highest occupied orbital energy (spin up / spin down), eV: 0.63 / -3.30
E_tot, Eh: -326.883720


Record 5
Below is an isolated ion of composition C5H11NO and charge -1 at a distorted geometry, with properties calculated with the ωB97M-V functional and the def2-TZVPD basis.

Last column: natural (NBO) charge in e.
Atoms and positions in Å:
C: -1.485339 1.322119 1.287861  -0.6266
C: -0.766797 0.881287 -0.001090  -0.2359
N: 0.378945 -0.083977 0.028865  -0.4494
C: 0.037428 -1.348341 0.758407  -0.4425
C: 0.828247 -0.049208 -1.543983  -0.3241
C: 2.045163 -0.847795 -1.005699  0.0378
O: 2.444679 -1.929460 -1.487295  -0.8035
H: -2.468997 1.716781 0.939682  0.1904
H: -1.003452 2.130252 1.867902  0.1908
H: -1.717027 0.548407 2.018735  0.1962
H: -0.319209 1.790132 -0.387841  0.1874
H: -1.477689 0.356606 -0.647960  0.1437
H: 0.656353 -2.155801 0.391454  0.2435
H: -1.004998 -1.586609 0.524541  0.1384
H: 0.194535 -0.920007 1.756118  0.2002
H: 0.118576 -0.688501 -2.077246  0.1517
H: 0.886273 0.955124 -1.986410  0.1670
H: 2.653308 -0.091011 -0.436042  0.0349

Atomic forces in eV per Å
C -0.77 0.37 -0.01
C 0.59 -1.07 1.49
N -1.86 3.35 -1.48
C -0.05 2.49 -1.81
C 0.40 -3.20 4.16
C 1.02 2.30 -1.71
O 0.84 -1.92 -0.80
H 0.48 -0.05 0.43
H 0.13 -0.29 -0.47
H 0.06 -0.34 -0.17
H -0.41 0.07 -0.70
H -0.64 0.76 -0.32
H 0.52 -0.06 0.47
H -0.40 -0.28 0.43
H -0.23 -1.42 0.29
H 0.03 0.00 -0.35
H -0.08 -0.02 0.64
H 0.36 -0.68 -0.07

## Properties
Frontier orbital gap (spin up / spin down), eV: 2.93 / 6.63
Largest force on an atom, Eh/bohr: 0.1023
Multiplicity: 2
Charge: -1
LUMO level (spin up / spin down), eV: 3.9 / 3.8
Molecular weight, g mol⁻¹: 101.149
Highest occupied orbital energy (spin up / spin down), eV: 0.93 / -2.80
E_tot, Eh: -326.947651


Record 6
Below is one molecule with the formula C5H11NO, with properties calculated with the ωB97M-V functional and the def2-TZVPD basis.

Last column: natural (NBO) charge in e.
Atoms and positions in Å:
C: 0.462359 1.626411 -0.173018  -0.6232
C: -0.013116 0.292187 -0.745394  -0.0585
C: 1.099914 -0.435751 -1.501683  -0.6131
N: -0.597658 -0.566880 0.291913  -0.4454
C: 0.157393 -0.849568 1.496252  -0.4084
C: -1.956375 -0.702005 0.348928  0.5407
O: -2.761123 -0.132625 -0.359745  -0.6107
H: 1.317194 1.495510 0.500679  0.1998
H: 0.779510 2.292531 -0.981550  0.2189
H: -0.347473 2.115726 0.378124  0.2199
H: -0.838455 0.490006 -1.435200  0.2371
H: 0.709921 -1.309640 -2.032763  0.2184
H: 1.554510 0.235498 -2.239353  0.2148
H: 1.898302 -0.769860 -0.828511  0.2000
H: 1.061592 -1.433614 1.299756  0.1991
H: 0.441532 0.080692 2.004114  0.1932
H: -0.476053 -1.415617 2.185402  0.2119
H: -2.265223 -1.440705 1.114515  0.1055

Atomic forces in eV per Å
C 0.01 0.06 0.04
C 0.01 0.08 -0.10
C 0.04 -0.04 0.01
N -0.22 0.06 0.02
C 0.09 -0.06 0.13
C -0.03 0.08 -0.10
O 0.18 -0.26 0.00
H -0.10 0.04 -0.10
H -0.06 -0.10 0.10
H 0.12 -0.04 -0.07
H 0.12 -0.02 0.10
H 0.04 0.11 0.12
H -0.11 -0.10 0.12
H -0.11 0.07 -0.07
H -0.12 0.08 -0.05
H 0.01 -0.18 -0.03
H 0.13 0.02 -0.13
H 0.00 0.22 0.01

## Properties
Frontier orbital gap, eV: 10.23
Largest force on an atom, Eh/bohr: 0.0062
Multiplicity: 1
LUMO level, eV: 0.9
Structure (SMILES): CC(C)N(C)C=O
Molecular weight, g mol⁻¹: 101.149
Highest occupied orbital energy, eV: -9.35
E_tot, Eh: -327.112269


- What is the largest force on an atom in the first record?
  0.0780 Eh/bohr


Please write out number 4 again, unchanged.
Below is C5H11NO as an isolated structure at a distorted geometry, with properties calculated with the ωB97M-V functional and the def2-TZVPD basis.

Last column: natural (NBO) charge in e.
Atoms and positions in Å:
C: -0.078928 -1.166457 0.939079  -0.2233
N: -0.939618 0.029544 1.049978  -0.6471
C: -1.487856 0.735724 -0.152637  -0.2105
C: -0.084276 0.582457 -1.464490  -0.6746
C: 0.476158 1.700080 -0.449479  0.0991
O: 1.612462 1.731888 0.069898  -0.7912
C: 1.361460 -1.402976 0.375505  -0.6416
H: -0.821955 -1.882349 0.532433  0.1634
H: 0.069366 -1.560034 1.952537  0.1702
H: -0.359143 0.713389 1.510894  0.3575
H: -2.134696 0.043460 -0.669347  0.1450
H: -1.951997 1.649876 0.266176  0.1857
H: -0.132659 1.110653 -2.442009  0.1563
H: -0.541782 -0.381317 -1.716697  0.1911
H: -0.208078 2.531462 -0.570329  0.0914
H: 1.744540 -0.597221 -0.236362  0.2656
H: 1.411620 -2.357177 -0.171663  0.1819
H: 2.065384 -1.481001 1.176512  0.1812

Atomic forces in eV per Å
C -1.33 -1.63 0.16
N 0.68 0.57 -0.22
C 1.82 -1.74 0.06
C -2.50 2.93 0.47
C 0.13 -1.38 -1.14
O 1.06 0.10 0.52
C -0.55 0.57 -0.86
H 0.76 -0.18 -0.35
H -0.58 0.40 0.29
H 0.02 0.49 0.13
H -1.06 0.01 0.25
H 0.11 -0.38 -0.90
H -0.28 0.00 0.02
H 1.49 -0.65 1.05
H 0.22 0.57 0.03
H -0.16 0.11 -0.30
H -0.21 0.27 0.00
H 0.39 -0.07 0.80

## Properties
Frontier orbital gap (spin up / spin down), eV: 3.69 / 7.58
Largest force on an atom, Eh/bohr: 0.0756
Multiplicity: 2
Charge: -1
LUMO level (spin up / spin down), eV: 4.3 / 4.3
Molecular weight, g mol⁻¹: 101.149
Highest occupied orbital energy (spin up / spin down), eV: 0.63 / -3.30
E_tot, Eh: -326.883720


Please write out number 2 again, unchanged.
Below is one molecule with the formula C5H11N5S at a distorted geometry, with properties calculated with the ωB97M-V functional and the def2-TZVPD basis.

Last column: natural (NBO) charge in e.
Atoms and positions in Å:
C: -0.855654 -0.101827 4.344143  -0.0115
C: 1.568035 -0.957805 -1.077923  -0.4308
C: 0.257846 0.849451 -1.633126  -0.4127
C: -0.972909 -0.482931 0.805348  -0.2672
C: 0.376248 0.298839 0.716678  -0.2044
N: 0.215984 -1.678996 3.245533  0.0789
N: 0.065844 -1.020636 4.214384  -0.1106
N: -1.580094 0.036929 3.192830  -0.2035
N: -1.218268 -0.775710 2.205286  -0.1877
N: 1.018005 0.308249 -0.568871  -0.4553
S: -2.807879 1.088698 3.009964  -0.0568
H: -0.804455 0.716371 5.077114  0.2444
H: 2.627268 -0.778932 -1.483934  0.2184
H: 1.653397 -1.651319 -0.129440  0.1990
H: 0.819144 -1.457200 -1.785790  0.1827
H: -0.375660 1.768497 -1.320236  0.2036
H: 0.842516 1.260708 -2.443617  0.2046
H: -0.392820 -0.008487 -2.072707  0.1540
H: -0.718812 -1.527918 0.449654  0.2228
H: -1.707497 0.002083 0.272944  0.2253
H: 0.155922 1.391833 0.975845  0.2004
H: 1.045771 -0.040940 1.454087  0.2067

Atomic forces in eV per Å
C -0.38 1.64 0.66
C 0.59 -1.20 2.34
C -2.81 1.11 -0.49
C 3.18 -2.22 1.44
C -1.56 2.29 -0.61
N -1.06 0.57 -1.40
N 0.71 -0.81 0.22
N 0.97 -0.79 -2.40
N 1.28 -1.02 3.07
N 0.84 -0.51 -0.55
S -0.94 1.24 -0.02
H -0.52 -0.94 -0.35
H -1.76 -0.53 0.18
H 0.18 0.99 -1.96
H 1.36 0.48 0.61
H 0.72 -1.68 -0.23
H 0.57 -0.26 -0.27
H 0.36 1.68 0.34
H -0.77 1.17 -0.18
H -2.03 0.80 -0.98
H 0.25 -1.32 -0.25
H 0.83 -0.70 0.84

## Properties
Frontier orbital gap (spin up / spin down), eV: 7.50 / 7.50
Largest force on an atom, Eh/bohr: 0.0805
Multiplicity: 1
LUMO level (spin up / spin down), eV: -0.9 / -0.9
Molecular weight, g mol⁻¹: 173.245
Highest occupied orbital energy (spin up / spin down), eV: -8.42 / -8.42
E_tot, Eh: -868.865939